Record 1
209
Properties=species:S:1:pos:R:3 method="wB97M-V/def2-TZVPD" largest_force_ev_per_a=4.05 lumo_ev=0.14 e_tot_ha=-6480.732053 homo_lumo_gap_ev=8.69
C -1.501 -4.930 1.528
C -1.749 -4.166 2.816
C -2.216 -5.147 3.867
O -1.295 -6.238 4.167
C -0.713 -6.221 5.482
N -0.490 -3.428 3.221
H -1.624 -4.205 0.655
H -2.239 -5.756 1.389
H -0.460 -5.325 1.549
H -2.595 -3.476 2.621
H -3.181 -5.618 3.559
H -2.444 -4.667 4.821
H -0.464 -7.217 5.694
H -1.463 -5.844 6.136
H 0.159 -5.559 5.497
H 0.307 -4.058 3.187
H -0.602 -3.083 4.191
C -2.644 -2.240 -5.283
C -3.825 -2.390 -4.403
C -3.429 -2.067 -2.939
O -4.555 -2.168 -2.086
C -4.748 -3.503 -1.576
N -4.805 -1.335 -4.689
H -1.791 -2.924 -5.042
H -2.361 -1.239 -5.147
H -2.837 -2.393 -6.344
H -4.319 -3.408 -4.452
H -2.994 -1.076 -2.886
H -2.673 -2.871 -2.748
H -5.762 -3.567 -1.163
H -4.022 -3.866 -0.850
H -4.752 -4.145 -2.478
H -5.451 -1.276 -3.898
H -5.265 -1.467 -5.558
C 1.490 2.688 3.596
C 1.364 4.039 2.853
C 2.266 4.141 1.671
O 3.613 3.875 2.021
C 4.329 3.841 0.804
N 0.015 4.144 2.389
H 0.683 1.995 3.253
H 1.447 2.751 4.681
H 2.477 2.207 3.416
H 1.575 4.914 3.543
H 2.091 5.095 1.113
H 1.920 3.299 1.054
H 3.891 3.305 -0.010
H 5.317 3.482 0.850
H 4.416 4.909 0.508
H -0.118 3.380 1.742
H -0.151 5.018 1.919
C 4.261 0.184 1.885
C 5.169 -0.544 0.895
C 6.500 -0.747 1.515
O 6.441 -1.315 2.843
C 6.677 -2.692 2.808
N 4.512 -1.751 0.414
H 4.089 -0.481 2.706
H 3.283 0.539 1.515
H 4.703 1.084 2.348
H 5.377 0.031 -0.053
H 6.890 0.281 1.629
H 7.126 -1.277 0.777
H 7.749 -2.803 3.042
H 6.373 -3.288 1.907
H 6.271 -3.126 3.667
H 4.447 -2.357 1.252
H 5.148 -2.294 -0.213
C 3.511 4.007 -3.167
C 3.809 2.722 -4.083
C 4.223 1.532 -3.244
O 5.441 1.781 -2.485
C 6.666 1.745 -3.200
N 2.551 2.340 -4.673
H 2.471 4.106 -2.881
H 3.729 4.907 -3.686
H 4.121 4.067 -2.218
H 4.634 2.927 -4.865
H 4.446 0.628 -3.840
H 3.358 1.363 -2.538
H 6.647 2.429 -4.087
H 6.813 0.728 -3.650
H 7.409 2.055 -2.520
H 1.945 3.098 -4.939
H 2.590 1.633 -5.386
C -3.730 1.781 6.047
C -3.325 1.580 4.622
C -3.532 2.892 3.827
O -4.830 3.401 3.874
C -4.900 4.599 3.146
N -1.966 1.123 4.464
H -4.815 2.063 6.057
H -3.237 2.620 6.549
H -3.534 0.898 6.495
H -3.912 0.832 4.215
H -3.313 2.719 2.730
H -2.830 3.663 4.224
H -4.769 4.649 2.076
H -4.127 5.274 3.449
H -5.933 4.892 3.228
H -1.280 1.822 4.689
H -1.735 0.764 3.564
C 0.643 -2.580 7.372
C -0.051 -1.234 6.888
C 0.909 -0.301 6.203
O 1.959 0.027 7.071
C 3.152 0.304 6.381
N -1.094 -1.595 5.935
H -0.091 -3.279 7.808
H 1.340 -2.234 8.086
H 1.208 -2.998 6.501
H -0.495 -0.721 7.788
H 0.385 0.587 5.867
H 1.216 -0.810 5.261
H 3.923 0.592 7.138
H 2.952 1.155 5.697
H 3.501 -0.570 5.810
H -1.812 -2.068 6.519
H -1.679 -0.791 5.606
O 2.884 -2.442 -7.619
S 3.447 -1.463 -6.766
O 3.466 -0.073 -7.100
O 2.699 -1.553 -5.362
C 1.296 -1.097 -5.535
C 0.860 -0.696 -4.128
C 5.062 -2.065 -6.328
H 0.686 -1.944 -5.836
H 1.262 -0.268 -6.203
H -0.231 -0.368 -4.089
H 1.487 0.147 -3.806
H 1.027 -1.541 -3.440
H 5.855 -1.726 -6.959
H 5.021 -3.118 -6.417
H 5.289 -1.781 -5.299
O -3.098 1.767 -7.087
S -2.294 2.054 -5.931
O -1.031 1.380 -5.729
O -2.137 3.554 -6.071
C -1.036 4.241 -5.491
C -1.004 5.593 -6.145
C -3.139 1.728 -4.440
H -0.166 3.593 -5.645
H -1.058 4.377 -4.392
H -0.866 5.630 -7.266
H -0.009 6.009 -5.761
H -1.830 6.238 -5.874
H -4.065 2.256 -4.392
H -2.515 1.975 -3.561
H -3.325 0.666 -4.537
O -2.619 5.859 -0.257
S -2.459 5.499 -1.645
O -1.099 5.198 -2.126
O -3.335 4.258 -1.981
C -4.355 3.828 -1.041
C -4.886 2.521 -1.664
C -3.115 6.775 -2.669
H -5.043 4.681 -0.890
H -3.856 3.574 -0.134
H -5.360 1.974 -0.890
H -4.057 1.940 -2.021
H -5.586 2.635 -2.456
H -3.047 6.417 -3.726
H -2.459 7.659 -2.511
H -4.080 7.102 -2.319
O -3.668 -1.335 2.819
S -4.394 -1.267 1.606
O -5.209 -2.331 1.154
O -5.296 0.040 1.820
C -6.502 0.164 1.060
C -7.007 1.647 1.273
C -3.363 -0.704 0.403
H -7.261 -0.579 1.352
H -6.288 0.075 -0.039
H -8.105 1.651 1.017
H -6.555 2.447 0.683
H -6.899 1.940 2.319
H -2.836 0.181 0.777
H -3.927 -0.562 -0.582
H -2.538 -1.422 0.080
O 4.600 -4.967 0.426
S 3.494 -5.601 1.068
O 2.404 -4.769 1.603
O 2.837 -6.702 0.115
C 1.984 -6.190 -1.016
C 2.720 -5.336 -2.007
C 4.134 -6.621 2.345
H 1.188 -5.641 -0.521
H 1.516 -7.089 -1.393
H 3.477 -5.871 -2.463
H 3.140 -4.355 -1.711
H 2.023 -5.120 -2.882
H 4.999 -7.086 1.816
H 3.335 -7.242 2.779
H 4.435 -5.910 3.118
O -1.816 1.082 -1.495
S -0.471 1.161 -1.042
O -0.146 1.782 0.214
O 0.200 -0.211 -1.106
C 0.483 -0.823 0.232
C 0.884 -2.277 0.192
C 0.346 2.113 -2.218
H -0.424 -0.832 0.887
H 1.291 -0.195 0.604
H 1.872 -2.394 -0.350
H 0.219 -2.972 -0.269
H 0.896 -2.597 1.236
H 1.438 2.080 -2.011
H 0.020 3.089 -2.034
H 0.188 1.788 -3.224

Record 2
200
Properties=species:S:1:pos:R:3 method="wB97M-V/def2-TZVPD" largest_force_ev_per_a=3.30 lumo_ev=0.41 relative_energy_ev=6.011 e_tot_ha=-3580.375534 homo_lumo_gap_ev=9.09
C -3.063 2.588 4.002
C -4.438 2.786 3.388
C -4.615 3.931 2.328
O -5.847 3.985 1.586
C -6.900 4.504 2.367
N -5.119 1.537 2.913
H -3.275 1.916 4.834
H -2.732 3.531 4.435
H -2.276 2.147 3.389
H -5.027 3.337 4.121
H -3.931 3.794 1.492
H -4.373 4.936 2.674
H -6.666 5.492 2.765
H -7.327 3.916 3.180
H -7.710 4.532 1.639
H -4.747 1.191 2.040
H -5.997 1.924 2.597
C 0.124 6.343 -0.604
C 1.466 5.581 -0.426
C 1.767 4.629 -1.701
O 1.074 3.348 -1.556
C 1.141 2.685 -2.841
N 2.553 6.548 -0.310
H -0.679 5.607 -0.644
H 0.187 6.900 -1.539
H 0.052 7.024 0.243
H 1.395 4.973 0.476
H 2.836 4.524 -1.889
H 1.215 5.016 -2.558
H 0.773 1.659 -2.826
H 2.178 2.411 -3.037
H 0.692 3.281 -3.636
H 2.318 7.331 0.283
H 3.452 6.131 -0.115
C -2.084 0.642 -0.751
C -1.289 -0.709 -0.660
C 0.109 -0.473 0.021
O 1.122 -1.490 -0.176
C 2.240 -1.279 0.712
N -2.101 -1.704 0.019
H -2.859 0.556 -1.512
H -1.390 1.388 -1.136
H -2.418 1.055 0.201
H -1.236 -1.122 -1.667
H -0.029 -0.195 1.066
H 0.534 0.427 -0.423
H 2.779 -2.226 0.713
H 1.942 -1.156 1.753
H 2.815 -0.412 0.384
H -2.188 -2.609 -0.420
H -1.712 -2.012 0.899
C -2.564 -1.316 6.023
C -2.374 -1.100 4.450
C -1.355 -2.176 4.002
O -0.985 -2.132 2.653
C -0.048 -3.163 2.271
N -3.599 -1.160 3.760
H -3.446 -0.838 6.448
H -1.746 -0.978 6.660
H -2.659 -2.348 6.359
H -1.918 -0.110 4.424
H -1.663 -3.202 4.205
H -0.432 -2.100 4.577
H 0.067 -3.111 1.188
H -0.489 -4.132 2.505
H 0.925 -2.998 2.733
H -3.514 -1.351 2.772
H -4.107 -0.289 3.804
C -0.191 -2.307 -4.793
C 0.806 -3.076 -3.958
C 1.706 -2.096 -3.011
O 2.798 -1.562 -3.697
C 3.440 -0.592 -2.897
N 0.083 -4.105 -3.100
H 0.354 -1.521 -5.315
H -0.904 -1.776 -4.162
H -0.784 -2.933 -5.459
H 1.352 -3.576 -4.758
H 2.230 -2.625 -2.215
H 0.992 -1.393 -2.582
H 4.246 -0.163 -3.492
H 3.694 -0.904 -1.884
H 2.770 0.265 -2.821
H -0.583 -4.524 -3.733
H -0.361 -3.822 -2.238
C 4.847 2.816 -0.493
C 5.214 1.771 0.440
C 6.228 0.753 -0.332
O 6.608 -0.397 0.361
C 7.732 -1.144 -0.204
N 5.917 2.483 1.501
H 5.677 3.376 -0.922
H 4.204 3.572 -0.043
H 4.331 2.488 -1.395
H 4.352 1.180 0.751
H 7.096 1.395 -0.475
H 5.783 0.440 -1.276
H 7.564 -1.415 -1.246
H 7.854 -1.997 0.462
H 8.640 -0.550 -0.313
H 5.407 3.329 1.713
H 6.040 1.952 2.351
C 4.349 5.591 5.088
C 3.985 4.974 3.727
C 3.180 3.652 3.642
O 3.214 3.087 2.305
C 2.242 2.043 2.062
N 3.298 6.052 2.953
H 4.840 4.949 5.819
H 3.477 5.912 5.658
H 4.968 6.459 4.860
H 4.934 4.882 3.198
H 2.160 3.930 3.907
H 3.637 2.899 4.284
H 2.167 1.785 1.006
H 1.289 2.406 2.445
H 2.557 1.160 2.618
H 3.172 5.737 2.001
H 3.885 6.873 2.918
C 7.041 -6.957 2.915
C 7.918 -6.103 2.096
C 7.989 -4.596 2.614
O 6.677 -4.069 2.786
C 5.872 -4.089 1.587
N 9.293 -6.615 1.921
H 6.000 -6.664 3.054
H 7.270 -6.940 3.981
H 7.048 -8.003 2.608
H 7.360 -6.203 1.165
H 8.465 -4.010 1.828
H 8.516 -4.533 3.566
H 5.465 -3.085 1.474
H 5.122 -4.858 1.772
H 6.359 -4.402 0.663
H 9.940 -6.149 2.540
H 9.580 -6.452 0.966
C -4.047 3.769 -2.768
C -3.476 4.388 -4.065
C -3.401 5.916 -3.970
O -4.712 6.533 -4.064
C -5.219 6.812 -5.415
N -2.158 3.916 -4.169
H -3.985 2.684 -2.849
H -5.082 4.108 -2.716
H -3.479 4.123 -1.908
H -4.070 3.899 -4.838
H -2.772 6.292 -4.776
H -2.960 6.213 -3.019
H -4.615 7.560 -5.929
H -6.206 7.265 -5.313
H -5.200 5.914 -6.033
H -1.852 3.713 -3.228
H -1.561 4.656 -4.511
C -3.890 -2.522 -3.023
C -4.490 -2.137 -4.395
C -4.545 -0.590 -4.568
O -5.416 -0.216 -5.610
C -4.680 0.012 -6.817
N -3.743 -2.813 -5.436
H -4.599 -2.180 -2.269
H -2.949 -1.994 -2.866
H -3.572 -3.559 -2.921
H -5.534 -2.450 -4.427
H -3.658 0.040 -4.500
H -5.167 -0.148 -3.789
H -4.171 0.974 -6.867
H -5.403 0.076 -7.631
H -3.960 -0.764 -7.078
H -4.257 -3.652 -5.664
H -3.898 -2.147 -6.180
C 2.324 -5.879 1.621
C 1.419 -5.653 0.285
O 1.999 -4.760 -0.563
O 3.182 -6.983 1.273
H 1.842 -6.121 2.569
H 2.875 -4.953 1.781
H 0.427 -5.286 0.547
H 1.252 -6.602 -0.225
H 1.411 -4.547 -1.292
H 3.736 -6.735 0.529
C -3.839 -5.839 0.276
C -2.547 -5.127 0.746
O -1.869 -4.673 -0.369
O -4.839 -4.932 -0.082
H -4.179 -6.479 1.090
H -3.581 -6.630 -0.428
H -2.096 -5.919 1.344
H -2.804 -4.375 1.491
H -1.544 -5.458 -0.816
H -4.736 -4.674 -1.000
C -5.659 -1.455 0.888
C -7.039 -1.053 1.418
O -6.964 -0.568 2.759
O -4.743 -0.347 0.847
H -5.974 -1.963 -0.024
H -5.223 -2.226 1.524
H -7.798 -1.834 1.413
H -7.390 -0.214 0.816
H -6.276 0.095 2.845
H -3.885 -0.720 0.630